65
Properties=species:S:1:pos:R:3:forces:R:3 method="wB97M-V/def2-TZVPD" gap_ev=8.9 total_charge=+1
C 3.926 -1.525 2.508 -1.059 0.235 0.275
C 3.144 -0.853 1.399 0.526 -0.427 -0.561
O 3.325 0.553 1.314 -0.048 -0.278 0.171
C 2.875 1.256 2.426 -0.234 0.786 -0.564
C 1.332 1.354 2.527 0.750 -0.868 0.294
O 0.718 0.982 1.294 -0.177 0.607 0.279
C -0.490 1.618 1.015 0.303 -1.795 -0.528
C -1.429 1.893 2.178 -0.231 3.138 -0.447
N -2.772 1.549 1.625 0.308 -2.417 2.112
C -2.479 0.440 0.862 -0.161 1.312 0.153
N -3.240 -0.597 0.725 -0.139 0.083 -0.657
C -2.833 -1.782 -0.066 -0.502 -0.886 0.664
O -2.526 -2.820 0.788 0.182 0.064 -0.206
C -1.232 -2.728 1.391 -0.129 -0.419 0.227
N -1.287 0.598 0.280 0.453 0.205 -1.037
H 4.955 -1.213 2.532 0.398 0.033 -0.075
H 3.442 -1.314 3.458 0.181 0.095 0.386
H 3.843 -2.594 2.379 0.253 -0.337 -0.152
H 2.088 -1.122 1.442 -0.288 0.136 0.237
H 3.505 -1.248 0.455 -0.039 0.265 -0.026
H 3.282 0.898 3.367 -0.017 -0.259 0.209
H 3.246 2.267 2.307 0.242 0.203 -0.141
H 1.100 2.367 2.842 -0.308 0.172 -0.006
H 1.016 0.636 3.282 -0.352 0.052 0.255
H -0.293 2.450 0.350 -0.220 0.518 0.074
H -1.465 2.972 2.326 0.159 0.103 0.152
H -1.184 1.514 3.159 -0.013 -0.936 -0.092
H -3.329 1.238 2.424 -0.543 0.575 -0.204
H -4.125 -0.583 1.215 -0.100 -0.324 -0.167
H -2.001 -1.553 -0.718 0.174 0.459 -0.072
H -3.680 -2.102 -0.659 -0.212 0.078 -0.100
H -0.535 -2.143 0.804 0.074 0.243 -0.184
H -0.848 -3.733 1.477 0.063 -0.316 -0.078
H -1.300 -2.347 2.405 -0.080 0.355 0.138
H -1.367 0.695 -0.726 0.609 -0.393 -0.061
C -5.447 4.507 -0.763 -0.063 -0.139 0.010
C -4.445 3.345 -0.722 0.047 0.147 -0.064
C -5.249 2.042 -0.711 0.488 0.015 0.189
S -6.797 2.398 -1.557 -0.065 0.185 -0.230
O -7.867 2.272 -0.605 0.001 -0.111 -0.001
O -6.818 1.701 -2.813 -0.086 -0.120 0.080
C -6.468 4.135 -1.836 0.188 0.265 0.128
H -4.960 5.455 -0.984 -0.008 0.001 -0.009
H -5.943 4.601 0.205 -0.022 0.025 -0.015
H -3.814 3.379 -1.614 -0.036 0.015 -0.025
H -3.790 3.407 0.145 0.001 0.019 0.011
H -4.736 1.240 -1.240 -0.180 -0.069 -0.062
H -5.491 1.725 0.303 -0.152 0.040 -0.028
H -7.397 4.695 -1.766 -0.082 -0.127 -0.028
H -6.045 4.232 -2.836 -0.041 -0.052 -0.025
C 4.935 -2.947 -3.697 0.101 0.032 0.026
C 6.238 -3.645 -3.285 -0.075 -0.009 0.016
C 6.736 -2.965 -2.002 0.195 -0.206 -0.279
S 5.275 -2.336 -1.170 0.264 -0.341 -0.387
O 5.338 -0.897 -1.150 -0.064 0.015 0.197
O 5.042 -3.098 0.032 -0.050 0.177 0.135
C 4.101 -2.838 -2.424 -0.101 -0.070 -0.314
H 4.407 -3.500 -4.472 -0.005 0.005 -0.001
H 5.155 -1.951 -4.085 -0.038 0.009 0.005
H 6.040 -4.700 -3.089 -0.009 0.006 0.012
H 6.989 -3.594 -4.071 0.012 0.000 0.011
H 7.246 -3.660 -1.340 -0.028 0.092 0.119
H 7.383 -2.117 -2.219 -0.073 0.075 0.069
H 3.302 -2.102 -2.488 0.038 0.052 0.136
H 3.698 -3.806 -2.129 0.022 0.007 0.056


65
Properties=species:S:1:pos:R:3:forces:R:3 method="wB97M-V/def2-TZVPD" gap_ev=4.1 total_charge=-1
N -1.846 3.036 0.292 -0.232 0.236 -1.234
H -2.627 2.445 0.565 0.213 -0.263 -0.027
H -1.813 3.137 -0.723 -0.294 -0.330 -0.009
H -0.933 2.571 0.600 0.467 -0.031 2.114
H -2.001 3.969 0.663 0.512 -0.139 0.528
C 2.406 -0.747 6.626 -0.328 -0.615 -0.177
C 1.177 0.051 6.152 -0.067 1.015 -1.192
O 0.983 1.171 6.673 0.134 -0.219 0.607
O 0.521 -0.440 5.198 0.001 -0.578 0.254
H 3.294 -0.132 6.758 -0.136 0.161 0.307
H 2.632 -1.523 5.893 -0.015 -0.022 0.011
H 2.101 -1.251 7.549 0.371 0.106 0.172
C 0.551 0.887 1.749 0.189 0.302 -0.706
O -0.067 2.064 2.139 -0.025 0.560 -2.091
H 0.425 0.073 2.478 0.243 0.077 0.116
H 0.237 0.518 0.739 -0.423 -0.190 0.194
H 1.641 1.007 1.526 0.137 -0.161 0.673
C 0.306 0.039 -2.735 -0.905 -0.413 0.244
C -1.121 0.564 -2.881 0.382 0.597 0.441
C -1.720 0.006 -4.156 0.042 0.542 -0.273
O -3.074 0.428 -4.292 0.407 -0.876 0.130
C -3.871 -0.539 -4.943 -1.061 0.746 0.319
N -1.936 0.325 -1.691 0.157 -0.215 0.026
H 0.854 0.259 -3.648 0.305 0.090 0.180
H 0.263 -1.047 -2.604 0.174 -0.003 0.009
H 0.758 0.468 -1.844 0.259 0.031 -0.148
H -1.008 1.656 -2.884 -0.245 0.034 -0.752
H -1.616 -1.086 -4.125 -0.348 -0.055 0.098
H -1.165 0.337 -5.043 0.133 0.059 0.079
H -4.897 -0.225 -4.723 -0.035 -0.063 -0.290
H -3.793 -1.547 -4.528 0.467 -0.011 -0.050
H -3.738 -0.527 -6.028 0.200 -0.188 -0.010
H -2.907 0.532 -1.896 -0.013 -0.146 -0.155
H -1.879 -0.647 -1.399 0.003 0.099 0.314
C 0.445 -3.075 0.817 -0.414 0.239 0.175
C -1.092 -3.064 0.907 0.690 -1.275 -0.537
C -1.523 -4.128 1.918 -0.374 1.371 1.155
O -1.492 -5.420 1.392 0.102 -0.311 -0.526
C -2.296 -6.336 2.096 0.138 0.329 0.036
N -1.568 -1.727 1.172 0.345 0.201 -0.188
H 0.761 -2.643 -0.133 0.226 0.139 0.138
H 0.830 -4.091 0.897 -0.081 -0.057 -0.153
H 0.838 -2.510 1.666 0.192 0.079 -0.148
H -1.418 -3.432 -0.078 -0.425 0.138 0.103
H -2.517 -3.840 2.304 -0.239 -0.380 -0.360
H -0.895 -4.015 2.816 0.185 -0.293 -0.079
H -3.320 -5.948 2.135 -0.051 -0.183 0.199
H -1.906 -6.495 3.108 -0.163 0.010 0.060
H -2.287 -7.286 1.565 0.052 0.039 -0.081
H -0.841 -1.212 1.658 -0.310 0.205 0.070
H -2.425 -1.655 1.701 0.019 -0.265 0.072
C 2.767 2.626 -0.829 0.149 -0.512 -0.045
C 2.634 3.813 -0.211 -0.456 0.182 -0.028
C 2.937 5.097 -0.964 0.593 -0.144 -0.737
O 2.670 6.198 -0.552 -0.196 -0.081 0.411
C 3.607 4.928 -2.276 0.597 -0.091 0.422
C 3.841 3.722 -2.797 -0.177 0.123 -0.551
C 3.296 2.486 -2.166 -0.617 -0.048 0.674
O 3.272 1.426 -2.767 0.596 0.106 -0.434
O 4.475 3.557 -3.970 0.293 0.039 0.143
O 2.123 3.967 0.991 -0.201 -0.158 -0.112
H 2.505 1.696 -0.334 -0.115 0.099 0.075
H 4.098 5.790 -2.709 -0.383 0.179 -0.081
H 4.658 2.612 -4.080 -0.298 -0.110 -0.037
H 1.679 3.127 1.268 -0.350 0.295 0.665